A molecular structure, C22H10Br2F5N4ReSe4Te2 in a non-equilibrium geometry, computed with ωB97M-V with the def2-TZVPD basis set.

Calculated values
Molecular weight   1342.4 g/mol
2S+1   2
Electronic energy   -16930.60658 Ha
HOMO-LUMO gap (spin up / spin down)   0.1673 / 0.1769 Eh
⟨S²⟩   1.14
LUMO energy (spin up / spin down)   -5.28 / -5.05 eV
Charge   +1

Last column: Mulliken charge in e.
Atoms and positions in Å:
1 Re -0.63 -0.24 -1.09  -0.1248
2 Br 0.40 0.91 5.49  -0.0973
3 C 0.05 0.54 3.69  -0.4217
4 C -1.25 0.40 3.23  -0.8273
5 C -1.45 0.15 1.89  -0.4926
6 N -0.44 0.03 1.01  1.0693
7 C 0.83 0.14 1.46  0.0410
8 C 1.10 0.40 2.80  -0.6713
9 C 1.88 -0.12 0.46  1.5324
10 C 3.22 0.09 0.71  -1.0717
11 C 4.15 -0.24 -0.27  -0.3322
12 Br 5.97 0.08 0.02  -0.0989
13 C 3.71 -0.80 -1.46  -0.8519
14 C 2.35 -0.97 -1.64  -0.2299
15 N 1.44 -0.62 -0.72  0.4669
16 H -2.10 0.50 3.89  0.4766
17 H -2.45 0.05 1.49  0.3909
18 H 2.12 0.48 3.15  0.5558
19 H 3.55 0.54 1.63  0.5697
20 H 4.39 -1.09 -2.24  0.4569
21 H 1.97 -1.37 -2.56  0.3110
22 Se -0.51 -0.84 -3.58  -0.0906
23 Te -1.95 0.55 -4.99  -0.0108
24 Te -4.01 1.04 -3.32  0.0066
25 Se -3.03 0.51 -1.11  -0.1248
26 F -2.52 7.20 -0.60  -0.2805
27 C -1.94 6.03 -0.79  0.6367
28 C -1.23 5.42 0.24  -0.0846
29 F -1.14 6.03 1.42  -0.2869
30 C -0.63 4.20 0.02  0.4523
31 F 0.03 3.62 1.03  -0.2661
32 C -0.69 3.55 -1.21  -0.0153
33 Se 0.41 2.01 -1.48  0.0787
34 C -1.40 4.19 -2.21  0.1373
35 F -1.49 3.62 -3.42  -0.3007
36 C -2.03 5.40 -2.02  0.1417
37 F -2.69 5.98 -3.02  -0.2744
38 Se -2.30 -3.13 -2.00  0.4709
39 N -1.16 -2.39 -0.82  -0.1432
40 C -0.61 -3.38 -0.11  0.9021
41 C 0.31 -3.24 0.96  0.2175
42 C 0.79 -4.37 1.56  -0.8523
43 C 0.40 -5.67 1.15  -0.5913
44 C -0.50 -5.84 0.14  -0.7134
45 C -1.03 -4.70 -0.51  0.2536
46 N -1.93 -4.74 -1.48  -0.7413
47 H 0.60 -2.27 1.31  0.4935
48 H 1.49 -4.28 2.38  0.4704
49 H 0.80 -6.53 1.66  0.3990
50 H -0.82 -6.83 -0.18  0.4647